Entry from the Open Molecules 2025 dataset: a molecular structure, C30H78CaN12O8P2 at a distorted geometry (the ωB97M-V functional and the def2-TZVPD basis).

Spin multiplicity   2
HOMO (alpha / beta)   -0.526 / -0.526 hartree
E_LUMO (alpha / beta)   -5.88 / -11.09 eV
Total charge   +3
E_tot   -103635.0434 eV

Last column: Mulliken charge in e.
Atoms and positions in Å:
Ca: -0.07773 -0.23629 0.31359  1.57
C: -0.15729 -3.75150 -0.05558  -0.34
O: 0.21947 -2.60730 0.18574  0.37
N: 0.66095 -4.78439 -0.24798  0.21
C: 0.10813 -6.12363 -0.40363  -0.96
C: 2.10571 -4.60202 -0.29286  -0.64
H: -1.19572 -4.11521 -0.01603  0.00
H: 0.44367 -6.85395 0.33267  0.36
H: 0.60312 -6.52947 -1.28588  0.35
H: -0.96952 -6.14402 -0.56607  0.33
H: 2.45613 -4.96793 0.67224  0.40
H: 2.47868 -5.30317 -1.03943  0.46
H: 2.46408 -3.61952 -0.60004  -0.32
C: -1.33598 -1.23681 -2.91255  -0.51
O: -0.94094 -0.71958 -1.84165  0.21
N: -1.40444 -0.55884 -4.11345  0.32
C: -1.48147 -1.30369 -5.34881  -1.03
C: -1.32899 0.85671 -4.29697  -0.74
H: -1.69621 -2.26389 -3.07848  0.24
H: -0.57390 -1.03575 -5.88976  0.35
H: -2.33989 -0.95147 -5.92079  0.34
H: -1.68078 -2.37324 -5.41553  0.37
H: -1.29215 1.35897 -3.33029  0.02
H: -0.37636 1.13033 -4.75055  0.17
H: -2.18801 1.18235 -4.88361  0.43
C: 1.89596 2.46044 1.21435  -0.56
O: 1.19049 1.71031 0.51967  -0.16
N: 2.66683 3.43594 0.71340  0.22
C: 2.66391 3.85392 -0.71565  -0.76
C: 3.79349 4.04708 1.42180  -1.01
H: 2.01482 2.20315 2.27824  -0.03
H: 2.27546 3.02734 -1.31061  -0.10
H: 3.69658 3.93749 -1.05433  0.42
H: 2.14371 4.80044 -0.86257  0.39
H: 4.75060 3.65846 1.07391  0.32
H: 3.89781 5.13010 1.35624  0.39
H: 3.91094 3.85524 2.48834  0.34
C: 1.85965 -1.67818 2.75890  -0.37
O: 1.83799 -0.97113 1.77654  -0.27
N: 2.16206 -1.42410 4.07412  0.43
C: 2.01029 -2.43953 5.09213  -1.08
C: 2.69983 -0.13781 4.48675  -0.74
H: 1.67658 -2.75579 2.62679  0.13
H: 3.02341 -2.81479 5.23656  0.44
H: 1.49992 -3.35225 4.78459  0.33
H: 1.53755 -2.18019 6.03942  0.32
H: 1.80847 0.21045 5.00854  0.22
H: 3.60724 -0.37448 5.04237  0.38
H: 2.96432 0.55926 3.69162  0.06
C: -0.80476 1.08003 3.70946  -0.71
O: -0.51656 0.53541 2.61866  0.58
N: -1.37947 0.33599 4.70140  0.28
C: -1.37060 0.97409 6.02314  -1.18
C: -1.58111 -1.13418 4.69579  -0.97
H: -0.56766 2.12193 3.97480  0.40
H: -0.53693 0.56718 6.59544  0.32
H: -2.26357 0.59480 6.51996  0.41
H: -1.47491 2.05896 6.00644  0.40
H: -2.63632 -1.40710 4.68352  0.38
H: -1.15101 -1.69251 3.86429  0.16
H: -1.21226 -1.52640 5.64354  0.45
C: -3.08592 -1.42763 1.68216  -0.89
O: -2.11042 -1.24031 0.94510  -0.13
N: -4.15225 -2.23432 1.41039  0.40
C: -5.19150 -2.36254 2.44442  -1.08
C: -4.16461 -3.19697 0.33380  -0.69
H: -3.25102 -0.85773 2.60961  -0.05
H: -4.93094 -3.24100 3.03476  0.43
H: -6.23487 -2.51238 2.16690  0.38
H: -5.33106 -1.63369 3.24280  0.31
H: -4.11533 -4.17811 0.80607  0.40
H: -5.06069 -3.19544 -0.28680  0.32
H: -3.25944 -3.09578 -0.26496  -0.09
O: 1.71503 -0.34617 -1.40592  1.38
P: 2.98883 -0.60881 -2.10103  -1.27
N: 3.39116 0.44381 -3.37504  0.77
C: 2.36382 1.38479 -3.87860  -0.77
C: 4.64776 0.31357 -4.17451  -1.21
N: 3.09283 -2.14149 -2.86213  0.82
C: 4.32507 -2.94274 -3.37134  -1.07
C: 1.92527 -2.70512 -3.51204  -0.72
N: 4.32782 -0.51618 -0.97888  0.37
C: 4.32097 -1.37245 0.17607  -1.03
C: 5.13380 0.67452 -0.84290  -1.21
H: 2.78780 2.38886 -3.89225  0.39
H: 1.48246 1.44257 -3.23987  -0.16
H: 2.05049 1.19257 -4.90475  0.43
H: 4.91595 1.32911 -4.46584  0.39
H: 4.40542 -0.33306 -5.01786  0.32
H: 5.52751 -0.17787 -3.75905  0.42
H: 4.33483 -4.01096 -3.15473  0.39
H: 4.39619 -2.81725 -4.45175  0.46
H: 5.18390 -2.58671 -2.80236  0.33
H: 1.34171 -1.94718 -4.03461  0.28
H: 2.12887 -3.48464 -4.24621  0.50
H: 1.22349 -3.04274 -2.74940  -0.04
H: 5.28715 -1.86100 0.30221  0.41
H: 4.29533 -0.75355 1.07296  0.42
H: 3.55567 -2.14472 0.25365  0.00
H: 5.96741 0.61588 -0.14306  0.46
H: 4.46184 1.36942 -0.33923  0.40
H: 5.47406 1.01197 -1.82190  0.25
O: -1.59838 1.49861 0.10089  1.03
P: -2.65391 2.50938 -0.15948  -1.70
N: -3.41376 3.04781 1.35705  0.16
C: -4.26382 2.11451 2.05127  -0.84
C: -2.70726 3.90978 2.31351  -0.86
N: -3.91619 1.96291 -1.13268  0.56
C: -4.80082 2.87505 -1.82974  -0.77
C: -4.31658 0.52777 -1.20862  -0.39
N: -2.20521 4.02864 -0.94784  0.73
C: -2.87144 5.31691 -0.75433  -1.40
C: -1.03065 4.12347 -1.87579  -0.75
H: -4.52113 1.31920 1.35173  0.13
H: -5.21396 2.59993 2.27424  0.40
H: -3.93638 1.67598 2.99390  0.25
H: -3.18345 3.82317 3.29016  0.49
H: -2.70526 4.92961 1.92872  0.28
H: -1.66127 3.62752 2.43310  0.03
H: -5.63239 2.24189 -2.13908  0.37
H: -5.17430 3.71328 -1.24155  0.23
H: -4.20594 3.22688 -2.67262  0.19
H: -3.71676 0.10134 -2.01266  0.03
H: -4.18700 -0.03750 -0.28571  -0.24
H: -5.36568 0.47788 -1.50018  0.50
H: -2.35047 5.95120 -0.03713  0.37
H: -2.99801 5.77599 -1.73479  0.43
H: -3.92109 5.30569 -0.46071  0.35
H: -1.34363 4.26240 -2.91060  0.35
H: -0.47197 3.18760 -1.88698  -0.14
H: -0.39100 4.98832 -1.69979  0.40

Forces on atoms 1 to 6 (eV/Å):
-0.14 0.17 0.50
0.19 -0.21 0.97
-0.03 -0.39 -0.53
-0.51 0.60 -0.32
1.24 -0.65 -1.05
-0.24 -1.38 -0.08